No. 1
33
Properties=species:S:1:pos:R:3:lowdin_spin:R:1 method="wB97M-V/def2-TZVPD" spin_multiplicity=4 relative_energy_kj_mol=17.1 largest_force_ha_per_bohr=0.0215 total_charge=-2 lumo_energy_ev="3.76 / 3.76"
V -0.47438 -0.20323 0.16427 1.96
O -1.17619 4.45422 4.00953 0.00
C -0.89876 3.50224 3.07914 0.01
C 0.19760 2.64997 3.21310 0.00
C 0.38201 1.70245 2.23124 0.01
N -0.44747 1.61603 1.20940 0.00
C -1.48062 2.42599 1.05362 0.01
C -1.74546 3.41596 1.97395 0.00
C -2.25006 2.07646 -0.21539 0.00
O -3.02149 2.87660 -0.70568 0.01
O -1.90607 0.91609 -0.67550 0.00
C 1.49146 0.66259 2.11834 0.00
O 2.48570 0.74764 2.81237 0.01
O 1.22398 -0.22131 1.21400 0.00
H -0.58916 4.33130 4.76331 0.00
H 0.88240 2.70215 4.05035 0.00
H -2.59321 4.07441 1.85391 0.00
Cl 1.02130 0.41408 -1.95988 0.00
C 0.31350 -1.15250 -2.39188 0.01
C -0.36639 -1.78114 -1.37035 -0.01
C -0.93204 -3.00376 -1.71634 0.01
Cl -1.76072 -3.92014 -0.51493 0.00
C -0.81229 -3.53930 -3.00093 0.00
Cl -1.53059 -5.06250 -3.39025 0.00
C -0.10817 -2.85082 -3.98809 0.01
Cl 0.04978 -3.50592 -5.57885 0.00
C 0.47522 -1.62579 -3.68481 0.00
Cl 1.35886 -0.74098 -4.87776 0.00
Se -1.42694 -5.13751 2.85330 0.00
Sb -2.78400 -3.15942 2.99416 -0.01
Se -5.17509 -3.26507 2.38289 0.53
Se -3.64539 -2.48744 5.19782 0.48
Se -1.88149 -0.96496 2.11724 -0.02

No. 2
19
Properties=species:S:1:pos:R:3:mulliken_charge:R:1 method="wB97M-V/def2-TZVPD" relative_energy_kj_mol=30.8 largest_force_ha_per_bohr=0.0920 total_charge=0 smiles="C[C@@H]1CC=C[P@@]1(C)=S" lumo_energy_ev=0.74
C -0.84825 -1.83636 -0.30637 -0.18
C 0.42481 -1.93600 0.05448 -0.37
C -1.38616 -0.51180 -0.79576 -0.69
C -0.13871 0.47406 -0.90971 0.26
C -0.12706 2.01802 -0.68022 -1.52
C 0.68304 0.06819 1.84933 -1.06
P 1.13825 -0.28922 0.15845 0.22
S 3.15202 0.07126 -0.40393 -0.41
H -1.44143 -2.81702 -0.30003 0.27
H 0.89289 -2.88392 0.43411 0.36
H -1.86445 -0.62243 -1.81699 0.32
H -2.21196 0.02327 -0.21424 0.28
H 0.36770 0.25375 -1.81817 0.32
H -0.62246 2.39047 0.21678 0.38
H -0.69504 2.57096 -1.37172 0.42
H 0.91687 2.33562 -0.53230 0.36
H -0.35418 -0.19980 2.11557 0.38
H 1.41663 -0.33128 2.42445 0.39
H 0.69749 1.22223 1.89628 0.28

No. 3
14
Properties=species:S:1:pos:R:3:mulliken_charge:R:1 method="wB97M-V/def2-TZVPD" relative_energy_kj_mol=475.7 largest_force_ha_per_bohr=0.0907 total_charge=-1 lumo_energy_ev=1.43
O -2.87533 0.49322 -1.61944 -0.60
C -2.59645 0.02961 -0.51849 0.67
O -3.20158 -0.74350 0.23956 -0.59
C -0.92720 -0.22833 -0.23896 -0.51
C -1.49012 0.88804 0.43938 -0.27
C 3.39999 -0.26037 0.16103 -0.05
N 2.45319 -1.17932 0.28436 -0.78
O 3.39070 0.96284 0.44849 -0.74
H -0.89011 -1.22265 0.17267 0.34
H -0.24762 -0.06326 -1.06391 0.38
H -0.96161 1.78948 0.14585 0.23
H -1.97515 0.91486 1.39574 0.30
H 4.35807 -0.70844 -0.15927 0.35
H 1.56322 -0.67219 0.31298 0.26

No. 4
88
Properties=species:S:1:pos:R:3:lowdin_spin:R:1 method="wB97M-V/def2-TZVPD" spin_multiplicity=4 relative_energy_kj_mol=188.3 largest_force_ha_per_bohr=0.0357 total_charge=+3 lumo_energy_ev="-9.48 / -9.54"
Tc 0.35767 -0.39285 -0.08022 2.69
I 3.03725 0.17197 0.09201 0.07
C 3.99673 -1.16188 1.41684 0.01
C 5.31767 -1.27534 1.07200 0.00
C 6.21279 -1.95723 1.91208 0.00
C 5.75001 -2.44884 3.09110 0.00
C 4.38435 -2.34232 3.45190 0.00
C 3.99873 -2.86045 4.70967 0.00
C 2.70289 -2.81212 5.12120 0.00
C 1.74266 -2.30461 4.23962 0.00
C 2.05390 -1.78133 2.99788 0.00
P 0.52977 -1.39681 2.08608 0.02
C -0.28225 0.01503 2.90956 0.02
C -0.97995 -0.05835 4.11615 0.00
C -1.57165 1.07320 4.65344 0.01
C -1.49032 2.29406 3.99388 0.00
C -0.79221 2.39029 2.79996 0.01
C -0.18516 1.25782 2.27315 0.03
C -0.49745 -2.87884 2.32170 0.00
C 0.09069 -4.11435 2.03556 0.00
C -0.65708 -5.27636 2.11653 0.00
C -1.99437 -5.22031 2.49238 0.00
C -2.58496 -3.99693 2.76976 0.00
C -1.84342 -2.82450 2.67404 0.00
C 3.42534 -1.72846 2.58624 0.00
H 5.69578 -0.82286 0.16496 0.00
H 7.25160 -2.04729 1.62890 0.00
H 6.42154 -2.93734 3.78483 0.00
H 4.76274 -3.29728 5.33961 0.00
H 2.40499 -3.19514 6.08669 0.00
H 0.70799 -2.36999 4.55061 0.00
H -1.06001 -0.99532 4.65097 0.00
H -2.09361 1.00403 5.59834 0.00
H -1.94938 3.17277 4.42653 0.00
H -0.68067 3.34601 2.30356 0.00
H 0.45402 1.40381 1.39759 0.01
H 1.14218 -4.17394 1.77434 0.00
H -0.19372 -6.23083 1.90560 0.00
H -2.57075 -6.13164 2.57607 0.00
H -3.62384 -3.95244 3.06839 0.00
H -2.32703 -1.87793 2.87424 0.00
F 0.17000 7.19236 0.14652 0.00
C 0.08304 5.95761 -0.32243 0.00
C -0.91403 5.66007 -1.23977 0.00
C -1.00059 4.36589 -1.72312 0.00
C -0.11143 3.38176 -1.28822 -0.01
C 0.88430 3.71809 -0.37016 0.00
C 0.99329 5.01023 0.11708 0.00
Sb -0.20379 1.41763 -2.02466 0.02
C -2.17438 1.48491 -2.86932 0.00
C -3.36935 1.29662 -2.12148 0.00
C -4.64313 1.31953 -2.72805 0.00
C -4.70823 1.50641 -4.08988 0.00
F -5.88149 1.51237 -4.69084 0.00
C -3.56268 1.70975 -4.84383 0.00
C -2.31506 1.68455 -4.23266 0.00
C 1.00855 1.42830 -3.72243 0.01
C 0.91271 0.38777 -4.64759 0.00
C 1.74920 0.35682 -5.74835 0.00
C 2.68827 1.37005 -5.88870 0.00
F 3.49332 1.34453 -6.93941 0.00
C 2.81378 2.40373 -4.97569 0.00
C 1.96284 2.42981 -3.88229 0.00
H -1.58415 6.44260 -1.56868 0.00
H -1.75265 4.14285 -2.47277 0.00
H 1.59823 2.97692 -0.02491 0.00
H 1.76536 5.29547 0.81874 0.00
H -3.33264 0.73027 -1.17604 0.00
H -5.55682 1.17830 -2.16343 0.00
H -3.66155 1.88294 -5.90859 0.00
H -1.44179 1.83328 -4.85660 0.00
H 0.17879 -0.40345 -4.52867 0.00
H 1.69329 -0.42530 -6.49267 0.00
H 3.55785 3.17168 -5.13586 0.00
H 2.03633 3.24946 -3.17688 0.00
C -2.58553 -2.89583 -0.62333 0.01
Si -0.94835 -2.09652 -0.97044 0.04
C -3.52677 2.03083 -0.59301 0.00
C -0.09583 -2.99329 -2.36439 0.01
H -3.31033 -2.59768 -1.38980 0.00
H -2.99872 -2.66221 0.35450 0.00
H -2.46730 -3.97899 -0.71598 0.00
H -4.30162 1.50101 -0.03968 0.00
H -3.83870 3.03916 -0.82759 0.00
H -2.56030 2.02013 -0.09986 0.00
H -0.80690 -3.16788 -3.17806 0.00
H 0.21098 -3.98317 -2.00913 0.00
H 0.79050 -2.49445 -2.75533 0.00